Entry 1:
{"formula": "C19H31N2O", "method": "wB97M-V/def2-TZVPD", "e_homo_ev": -11.00, "e_tot_ha": -927.12174, "homo_lumo_gap_ev": 8.06, "fmax_ev_per_a": 0.85, "spin_multiplicity": 1, "charge": 1, "species": ["C", "C", "C", "C", "C", "C", "C", "C", "C", "H", "H", "O", "C", "C", "C", "C", "C", "C", "H", "H", "N", "C", "C", "C", "H", "H", "C", "H", "H", "N", "H", "H", "H", "H", "H", "H", "H", "H", "H", "H", "H", "H", "H", "H", "H", "H", "H", "H", "H", "H", "H", "H", "H"], "coordinates": [[-1.205930, -3.224716, 1.313247], [-0.533517, -3.545421, -0.017221], [0.605370, -2.581975, -0.355772], [1.822772, -2.749787, 0.552174], [3.010905, -1.880619, 0.134611], [2.677766, -0.390478, 0.164924], [3.910291, 0.502732, 0.036084], [3.595806, 1.981429, 0.279297], [2.849939, 2.671838, -0.865778], [2.743363, 3.742733, -0.650828], [3.418169, 2.564013, -1.793154], [1.586739, 2.109394, -1.187397], [0.569460, 2.127094, -0.292533], [-0.466585, 1.245851, -0.578801], [-1.567595, 1.178708, 0.285359], [-1.589004, 1.994620, 1.442336], [-0.564755, 2.893716, 1.709980], [0.497042, 2.962897, 0.835918], [1.292120, 3.661119, 1.037132], [-0.591387, 3.518200, 2.588882], [-2.729636, 1.700766, 2.134467], [-3.423407, 0.740234, 1.469255], [-2.760108, 0.386954, 0.324924], [-3.224733, -0.555828, -0.739829], [-3.979960, -1.227913, -0.335823], [-2.394082, -1.163961, -1.102167], [-3.837811, 0.237892, -1.895156], [-4.222390, -0.417638, -2.676789], [-4.652741, 0.857338, -1.518842], [-2.790165, 1.135401, -2.466595], [-2.202312, 1.491785, -1.662881], [-3.190696, 1.915561, -2.995041], [-2.161847, 0.606784, -3.081630], [-4.347133, 0.354717, 1.854500], [-2.990698, 2.099665, 3.020405], [-0.327972, 0.565428, -1.407292], [4.530447, 2.529463, 0.411635], [3.022727, 2.070770, 1.204667], [4.355918, 0.378636, -0.952651], [4.651248, 0.189547, 0.774591], [2.171647, -0.161208, 1.107429], [1.993481, -0.165972, -0.650875], [3.338900, -2.161459, -0.868607], [3.839102, -2.077737, 0.818629], [1.547858, -2.496570, 1.577426], [2.131598, -3.797013, 0.538986], [0.233360, -1.558535, -0.270789], [0.916573, -2.748733, -1.390591], [-0.147537, -4.565482, 0.010091], [-1.283226, -3.504654, -0.813637], [-0.521333, -3.388832, 2.139902], [-2.072306, -3.864477, 1.462996], [-1.533761, -2.186268, 1.340823]], "forces_ev_per_a": [[0.07, -0.18, -0.20], [0.00, 0.27, 0.01], [0.02, -0.35, 0.15], [0.07, 0.14, -0.29], [-0.24, 0.09, 0.24], [0.36, -0.25, -0.15], [-0.31, 0.15, 0.14], [-0.14, -0.14, -0.37], [0.55, 0.23, 0.31], [-0.02, -0.08, -0.09], [-0.03, 0.09, 0.12], [-0.39, -0.10, -0.01], [-0.25, -0.14, -0.26], [0.33, 0.14, 0.23], [0.18, 0.21, 0.57], [0.37, 0.02, -0.54], [-0.08, -0.10, 0.00], [0.20, 0.03, -0.07], [0.10, 0.06, 0.02], [0.03, 0.12, 0.09], [-0.20, 0.07, 0.36], [-0.03, -0.14, -0.22], [-0.13, -0.16, 0.04], [-0.04, 0.34, 0.15], [-0.03, -0.08, -0.12], [0.03, -0.16, -0.04], [-0.47, -0.65, 0.28], [0.08, 0.15, -0.11], [0.14, 0.06, -0.11], [0.25, 0.16, 0.11], [-0.33, 0.13, -0.66], [0.18, -0.12, 0.11], [-0.11, 0.22, 0.10], [-0.19, -0.06, 0.11], [-0.01, -0.04, -0.06], [0.05, -0.12, -0.10], [-0.03, 0.11, 0.05], [0.07, 0.07, 0.07], [0.12, -0.04, -0.05], [0.06, -0.05, -0.04], [-0.12, 0.05, 0.04], [-0.12, 0.03, 0.07], [0.08, -0.04, -0.04], [0.09, -0.01, -0.04], [0.02, -0.05, 0.11], [-0.05, -0.08, 0.08], [-0.04, 0.13, -0.09], [0.03, 0.09, -0.08], [-0.02, -0.08, -0.09], [0.00, -0.09, -0.03], [0.02, 0.03, 0.17], [-0.10, -0.03, 0.11], [-0.05, 0.16, 0.05]]}



Entry 2:
{"formula": "C5H10ClF", "method": "wB97M-V/def2-TZVPD", "e_homo_ev": [-4.77, -10.68], "e_tot_ha": -756.33888, "homo_lumo_gap_ev": [5.68, 8.84], "fmax_ev_per_a": 12.54, "spin_multiplicity": 3, "species": ["C", "C", "C", "C", "C", "F", "Cl", "H", "H", "H", "H", "H", "H", "H", "H", "H", "H"], "coordinates": [[3.867577, -0.390630, -1.206455], [-1.288508, -0.961010, -0.611924], [-1.029454, 0.800367, 1.028223], [2.742712, 0.664160, -1.078426], [-1.013173, -0.606502, 0.619908], [-0.908922, -1.457330, 1.619272], [2.268119, 0.588022, 0.659731], [4.378216, -0.294957, -2.200613], [3.372672, -1.435009, -1.179925], [4.526217, -0.474045, -0.273098], [-1.355505, -0.270026, -1.448208], [3.084085, 1.724396, -1.279487], [-1.333972, -2.113614, -0.942171], [-0.606728, 1.319851, 0.271937], [-0.673139, 0.973761, 2.027870], [-2.113240, 1.125830, 0.955918], [1.926467, 0.475882, -1.713494]], "forces_ev_per_a": [[-0.62, -1.74, 0.12], [-2.66, -6.46, -10.41], [-3.10, -2.14, 1.21], [2.57, 0.88, 1.18], [3.20, 4.95, 8.90], [-0.32, -1.69, 0.55], [-0.44, 0.27, -0.27], [-0.05, -0.08, 1.13], [0.58, 1.57, -0.31], [-0.55, 0.80, -1.68], [0.06, -0.04, 0.44], [-0.21, -1.27, 0.34], [0.18, 2.88, 0.90], [1.89, 2.20, -2.07], [0.32, 0.18, 0.14], [0.31, 0.14, 0.34], [-1.16, -0.45, -0.53]]}



In the order shown, the computed energy relative to the best compared isomer or geometry (same formula, charge and spin) values come out to 1.291, 0.439 eV.